[1]
DFT (wB97M-V/def2-TZVPD) results for a molecular structure, C13H13ClF6NO12P2S2.

Structure (XYZ):
```
50
Properties=species:S:1:pos:R:3:forces:R:3:mulliken_charge:R:1
O 2.0350 1.0059 3.1881 -0.37 -0.16 0.18 -0.488
C 3.2102 0.8282 3.0255 0.18 -0.11 0.01 0.631
O 4.1268 1.2502 3.9258 0.06 -0.25 0.20 -0.506
C 3.8276 0.1018 1.8660 -0.23 0.30 -0.51 -1.021
C 2.7561 -0.4803 0.9476 0.57 -0.16 0.13 -0.342
C 2.0663 -1.6955 1.5904 -0.05 0.20 -0.47 -1.429
C 0.5660 -1.5978 1.7363 0.01 -0.30 0.43 0.451
C -0.2203 -2.5885 2.1884 0.10 0.19 0.13 0.266
P 0.4625 -4.2162 2.6393 0.17 -0.24 -0.18 0.080
O -0.1860 -5.1221 1.4494 0.25 0.17 -0.21 -0.479
Cl -0.7757 -4.6999 4.2416 -0.07 0.12 0.10 -0.297
C -1.6826 -2.3093 2.3371 0.00 0.10 -0.17 0.534
O -2.5264 -3.1300 2.0653 -0.14 -0.16 0.18 -0.597
C -2.0090 -0.9302 2.7800 0.17 0.36 0.10 -0.756
C -1.2609 0.0703 2.3107 -0.18 -0.22 0.61 0.089
C -1.5093 1.5134 2.6402 -0.37 0.34 -0.16 -1.093
P -1.1571 2.7129 1.3044 0.71 -0.13 -0.55 1.088
O 0.2647 2.9109 1.0138 -0.02 0.09 0.24 -0.670
O -1.8773 4.0594 1.8130 -0.36 -0.36 0.30 -0.601
O -2.0518 2.2473 0.0942 0.04 0.33 0.06 -0.492
C -0.1778 -0.3418 1.3684 -0.10 -0.08 0.33 0.708
O -0.0243 0.2314 0.3318 0.34 0.13 -0.47 -0.337
H 3.6325 1.4735 4.7290 0.03 0.29 -0.13 0.344
H 4.4117 0.8182 1.2822 0.16 0.06 0.23 0.430
H 4.5159 -0.6526 2.2477 0.07 0.00 0.02 0.337
H 3.2486 -0.7699 0.0196 -0.13 -0.06 -0.04 0.537
H 2.0588 0.3078 0.6975 0.00 0.03 -0.07 0.082
H 2.5098 -1.8567 2.5760 -0.25 -0.07 0.13 0.490
H 2.2943 -2.6011 1.0254 0.04 0.02 -0.04 0.604
H -0.6886 -4.5789 0.8265 -0.30 -0.24 0.13 0.395
H -2.8427 -0.7623 3.4505 -0.22 -0.12 -0.20 0.517
H -2.5635 1.6234 2.9109 -0.02 -0.04 -0.04 0.540
H -0.9330 1.8360 3.5121 0.26 -0.17 -0.08 0.391
H -2.0976 3.9919 2.7493 -0.03 0.23 -0.09 0.332
H -1.4983 1.9187 -0.6487 -0.21 -0.21 -0.06 0.530
C -2.6002 -0.8939 -3.3351 -0.08 0.08 -0.17 0.607
F -2.7919 -1.5869 -2.2062 0.02 0.00 0.02 -0.212
F -2.6795 -1.7427 -4.3637 -0.01 0.01 0.08 -0.233
F -3.5892 -0.0030 -3.4498 0.02 -0.07 0.04 -0.238
S -0.9536 -0.0735 -3.2642 -0.14 -0.22 -0.23 0.912
O -0.0134 -1.1538 -3.1677 0.02 0.01 -0.03 -0.645
O -1.0430 0.8013 -2.1270 -0.14 0.32 -0.02 -0.737
N -1.0389 0.6319 -4.6710 0.43 0.04 0.45 -0.386
S 0.1514 1.5468 -5.1786 0.02 0.10 -0.17 1.023
O 1.3575 0.8447 -5.5136 -0.05 -0.12 -0.02 -0.654
O 0.2881 2.7993 -4.4926 -0.11 0.01 0.05 -0.651
C -0.6088 1.9772 -6.8011 -0.19 -0.11 0.02 0.642
F -1.7710 2.6192 -6.6439 0.07 0.00 -0.04 -0.237
F -0.8331 0.8875 -7.5434 0.03 0.07 0.00 -0.240
F 0.2211 2.7778 -7.4778 0.03 0.01 0.00 -0.221
```
Positions in Å, forces in eV/Å.

Values from the calculation:
Highest occupied orbital energy ... -6.7 eV
HOMO-LUMO gap ... 7.71 eV
Lowest unoccupied orbital energy ... 1.06 eV
Charge ... -1

[2]
DFT (wB97M-V/def2-TZVPD) results for C13H13ClIN3O3 in the gas phase in a non-equilibrium geometry.

Structure (XYZ):
```
34
Properties=species:S:1:pos:R:3:forces:R:3:mulliken_charge:R:1
O -4.0611 -1.3311 -0.8760 0.01 0.43 0.54 -0.558
C -3.6112 -0.1308 -0.1609 -0.82 0.28 -2.49 -1.137
C -2.6459 -0.4865 0.8552 3.38 -2.28 0.76 0.407
C -1.9514 0.6640 1.6746 -1.14 -0.17 -0.03 -0.677
O -2.2107 0.6145 3.0552 -0.64 -0.70 -0.37 -0.587
C -0.4508 0.8066 1.3237 1.83 -0.19 -0.32 0.135
O 0.4442 0.8145 2.4227 0.34 -0.01 0.81 -0.617
C -0.1016 -0.3627 0.4187 -0.07 -1.40 -0.23 0.742
N 0.9754 -0.2434 -0.6515 -1.66 0.46 3.42 0.475
C 0.9398 -0.9392 -1.8536 -1.18 0.10 1.15 0.222
C 1.9974 -0.5972 -2.5230 4.11 0.72 -4.17 -1.511
I 2.4475 -1.2432 -4.7093 -0.68 0.59 2.59 0.020
C 2.8155 0.3074 -1.7322 1.16 -0.03 -2.00 0.324
C 4.0654 0.9714 -1.8364 -0.91 -0.50 -0.65 0.839
Cl 4.9572 0.9278 -3.3108 0.09 -0.08 -0.08 -0.166
N 4.5762 1.6670 -0.8773 1.13 0.67 -0.75 -0.580
C 3.9628 1.7314 0.2922 -1.57 -2.15 -1.52 -0.236
N 2.8331 1.0835 0.5194 -2.31 0.38 0.68 -0.374
C 2.1698 0.4996 -0.5394 0.43 -0.87 0.90 0.217
C -0.3731 -1.7691 1.0829 -0.25 -0.82 -3.30 -1.206
C -1.3807 -1.1152 0.1443 -0.15 -0.14 -1.02 -0.856
H -4.3577 -1.1528 -1.7906 0.31 0.35 0.96 0.317
H -3.0194 0.4228 -0.8713 -0.40 1.04 -0.59 0.484
H -4.4355 0.4266 0.2719 -0.33 0.17 -0.26 0.340
H -3.1726 -1.2356 1.4479 0.63 -0.12 0.68 0.425
H -2.4693 1.4996 1.2289 0.09 1.10 0.14 0.337
H -1.5529 1.1181 3.5265 0.58 0.24 0.14 0.361
H -0.3198 1.7943 0.8761 -0.09 -0.22 -0.79 0.413
H 1.3876 0.8088 2.0943 -1.29 0.20 0.12 0.450
H 0.2216 -1.6485 -2.2186 -0.55 0.16 0.56 0.437
H 4.5277 2.2512 1.0080 0.01 0.49 1.47 0.497
H -0.7319 -1.9200 2.0684 0.16 0.39 0.98 0.322
H -0.0749 -2.7554 0.5694 0.49 1.88 1.02 0.307
H -1.4008 -1.4784 -0.9292 -0.71 0.05 1.66 0.433
```
Positions in Å, forces in eV/Å.

Values from the calculation:
Highest occupied orbital energy ... -9.0 eV
HOMO-LUMO gap ... 8.72 eV
Lowest unoccupied orbital energy ... -0.32 eV

[3]
DFT (wB97M-V/def2-TZVPD) results for C13H13N3O3S2 in the gas phase in a non-equilibrium geometry.

Structure (XYZ):
```
34
Properties=species:S:1:pos:R:3:forces:R:3:mulliken_charge:R:1
C -3.6295 -0.9455 -2.5660 -0.13 -0.02 -0.27 -1.045
O -2.8307 -0.9455 -1.4033 0.12 0.08 0.32 -0.553
C -3.0447 -0.0099 -0.4338 0.00 0.14 0.28 1.074
C -4.0292 0.9679 -0.5403 -0.03 -0.14 -0.28 -0.520
C -4.2322 1.8892 0.4712 0.09 -0.04 0.09 -0.574
C -3.4627 1.8468 1.6199 -0.08 0.07 -0.02 -0.765
C -2.4892 0.8771 1.7380 0.04 -0.14 -0.14 -0.685
C -2.2513 -0.0566 0.7296 -0.34 0.29 -0.06 0.205
C -1.1410 -1.0039 1.0111 0.35 -0.44 -0.09 0.782
O -0.7304 -1.1779 2.1379 -0.12 0.13 0.14 -0.701
N -0.6111 -1.6497 -0.0915 -0.72 -0.17 -0.35 -0.021
C 0.6141 -2.2464 -0.2782 -0.03 -0.04 0.25 0.338
O 0.9061 -2.6817 -1.3656 0.06 -0.11 -0.10 -0.600
C 1.5586 -2.2936 0.9023 0.42 0.41 0.01 -0.375
S 3.1313 -1.4904 0.4556 0.19 -0.54 0.14 -0.129
C 2.5466 0.0881 0.0866 0.54 0.49 -0.12 0.273
N 1.3061 0.4443 0.1018 0.31 -1.32 0.47 0.485
N 1.1160 1.7140 -0.2293 -0.66 1.49 -0.35 -0.959
C 2.1831 2.3662 -0.5042 0.81 -0.33 0.01 0.498
C 2.2289 3.7891 -0.8988 0.09 0.19 -0.06 -1.007
S 3.6449 1.3815 -0.3667 -0.99 -0.16 0.12 -0.185
H -4.6849 -1.1025 -2.3266 0.06 0.03 0.02 0.357
H -3.5115 -0.0178 -3.1331 -0.01 -0.03 0.05 0.405
H -3.2676 -1.7809 -3.1634 -0.06 0.08 0.01 0.287
H -4.6474 1.0208 -1.4220 -0.03 -0.03 -0.08 0.418
H -4.9998 2.6397 0.3544 -0.07 0.05 -0.02 0.388
H -3.6202 2.5615 2.4121 0.00 0.06 0.08 0.401
H -1.8729 0.8171 2.6218 0.05 -0.03 0.04 0.449
H -1.1395 -1.5493 -0.9543 0.17 -0.03 0.16 0.235
H 1.1493 -1.8064 1.7844 0.06 -0.20 -0.15 0.242
H 1.8266 -3.3281 1.1178 -0.04 0.03 -0.03 0.397
H 1.2186 4.1888 -0.9063 -0.02 0.01 0.00 0.303
H 2.8394 4.3552 -0.1970 -0.01 0.11 0.00 0.292
H 2.6690 3.8917 -1.8897 -0.01 0.09 -0.05 0.290
```
Positions in Å, forces in eV/Å.

Values from the calculation:
Highest occupied orbital energy ... -8.6 eV
HOMO-LUMO gap ... 8.98 eV
Lowest unoccupied orbital energy ... 0.36 eV

[4]
DFT (wB97M-V/def2-TZVPD) results for C13H13N3OS in the gas phase in a non-equilibrium geometry.

Structure (XYZ):
```
31
Properties=species:S:1:pos:R:3:forces:R:3:mulliken_charge:R:1
C 3.1480 2.2095 3.9890 0.01 -0.02 -0.10 -1.170
C 1.8282 1.6245 4.3235 -0.24 -0.14 -0.12 -0.070
C 1.0202 1.0156 3.4559 0.36 0.21 0.10 -0.557
C -0.2619 0.4692 3.9041 -0.32 -0.12 0.20 0.833
O -0.6398 0.4892 5.0576 0.07 0.04 0.03 -0.657
N -1.1047 -0.1171 2.9696 -0.47 -0.15 0.60 -0.065
C -1.0887 -0.3184 1.6248 0.77 0.25 -1.05 0.426
N -2.0741 -0.9433 1.0568 -0.29 0.11 1.79 -0.925
N -1.9507 -1.0717 -0.2480 -0.02 -0.21 -1.40 0.053
C -0.8868 -0.5635 -0.7604 0.39 0.36 0.99 0.453
C -0.5057 -0.5668 -2.1519 0.25 0.01 -0.81 1.219
C 0.6927 0.0481 -2.5249 -0.18 -0.09 0.06 -0.850
C 1.1054 0.0724 -3.8398 0.07 0.03 -0.07 -0.782
C 0.3185 -0.5234 -4.8118 0.03 0.02 0.01 -0.656
C -0.8693 -1.1343 -4.4538 0.07 0.03 -0.04 -0.602
C -1.3079 -1.1728 -3.1366 0.12 0.08 0.10 0.715
C -2.5972 -1.8451 -2.8055 -0.15 -0.10 -0.11 -1.436
S 0.1436 0.1903 0.4836 -0.85 -0.45 0.02 -0.169
H 3.9250 1.7320 4.5855 0.09 0.01 0.02 0.310
H 3.1565 3.2701 4.2387 0.06 0.07 0.01 0.309
H 3.3818 2.0882 2.9342 0.08 0.03 -0.06 0.295
H 1.5055 1.7038 5.3542 -0.13 -0.05 0.06 0.441
H 1.2992 0.9110 2.4203 0.18 0.07 0.00 0.198
H -1.9539 -0.4822 3.3944 0.16 0.08 -0.03 0.255
H 1.3049 0.5124 -1.7643 0.10 0.06 -0.01 0.296
H 2.0347 0.5528 -4.1056 0.08 0.04 -0.02 0.399
H 0.6300 -0.5117 -5.8456 0.02 0.00 -0.08 0.384
H -1.4779 -1.5969 -5.2175 -0.08 -0.05 -0.04 0.331
H -3.2821 -1.1429 -2.3345 -0.09 -0.08 0.03 0.318
H -2.4347 -2.6482 -2.0894 -0.11 -0.03 0.02 0.318
H -3.0584 -2.2507 -3.7025 0.00 -0.02 -0.10 0.386
```
Positions in Å, forces in eV/Å.

Values from the calculation:
Highest occupied orbital energy ... -8.5 eV
HOMO-LUMO gap ... 8.35 eV
Lowest unoccupied orbital energy ... -0.14 eV

[5]
DFT (wB97M-V/def2-TZVPD) results for C13H13P in the gas phase in a non-equilibrium geometry.

Structure (XYZ):
```
27
Properties=species:S:1:pos:R:3:forces:R:3:mulliken_charge:R:1
C -3.9944 0.0934 0.2586 0.47 -0.34 -0.09 0.586
C -3.0510 -0.6533 0.2371 -0.35 0.09 0.34 -0.934
P -1.7304 -1.8124 0.4458 1.61 1.79 -1.21 -0.188
C -1.7411 -2.4495 -1.2070 -0.03 -0.43 -0.10 -0.848
C -1.7111 -2.9985 -2.2766 0.03 0.33 0.47 0.504
C -0.2013 -0.4950 0.1741 -1.50 -1.63 1.22 0.430
C -0.0709 0.4690 -0.8122 -0.06 0.03 -0.13 0.858
C -0.9784 0.5701 -1.9987 -0.08 -0.06 -0.05 -1.668
C 0.9811 1.3749 -0.6989 0.02 0.00 0.08 -0.706
C 1.8708 1.3535 0.3627 -0.04 -0.08 -0.05 0.496
C 2.9434 2.3903 0.4995 -0.05 0.08 0.00 -1.478
C 1.7238 0.3647 1.3238 -0.03 0.04 -0.08 -0.835
C 0.6971 -0.5611 1.2426 0.12 0.04 -0.01 0.785
C 0.5741 -1.6076 2.3114 0.07 -0.02 0.12 -1.744
H -4.8034 0.7640 0.2212 -0.40 0.31 0.02 0.440
H -1.6653 -3.4166 -3.2399 -0.01 -0.27 -0.46 0.428
H -0.5317 0.0494 -2.8477 -0.06 -0.02 -0.04 0.284
H -1.9496 0.1266 -1.8007 0.01 0.05 -0.11 0.305
H -1.1168 1.6132 -2.2776 -0.02 0.04 -0.04 0.406
H 1.0909 2.1356 -1.4592 0.00 0.10 -0.13 0.382
H 3.7896 2.0015 1.0617 0.08 0.02 -0.01 0.377
H 3.2866 2.7313 -0.4748 0.07 0.04 -0.03 0.370
H 2.5532 3.2563 1.0382 0.05 0.04 0.00 0.291
H 2.4099 0.3271 2.1595 0.07 -0.03 0.07 0.306
H -0.3443 -1.4705 2.8833 0.01 -0.10 0.06 0.385
H 0.5555 -2.6056 1.8729 -0.01 -0.05 0.12 0.391
H 1.4137 -1.5509 3.0009 0.04 0.00 0.02 0.378
```
Positions in Å, forces in eV/Å.

Values from the calculation:
Highest occupied orbital energy ... -8.9 eV
HOMO-LUMO gap ... 9.83 eV
Lowest unoccupied orbital energy ... 0.94 eV

[6]
DFT (wB97M-V/def2-TZVPD) results for a molecular structure, C13H14ClIIrN2O8P2.

Structure (XYZ):
```
42
Properties=species:S:1:pos:R:3:forces:R:3:mulliken_spin:R:1
Ir 0.3694 -0.0615 -0.4069 -0.07 -0.07 -0.03 0.007
Cl 4.0881 5.6199 0.0533 0.00 0.00 0.00 0.078
C 3.5853 4.0077 -0.0335 -0.01 0.00 0.01 0.212
C 4.5323 2.9969 -0.0103 0.01 0.00 0.00 -0.082
C 4.1739 1.6551 -0.0804 0.00 0.00 0.00 0.126
I 5.5792 0.1723 -0.0645 0.00 0.00 0.00 0.083
C 2.7933 1.3077 -0.1742 0.00 0.01 0.00 0.160
O 2.3860 0.1015 -0.2564 0.01 -0.02 -0.01 0.236
C 1.8150 2.3732 -0.1935 -0.01 0.02 0.00 0.108
N 0.5233 1.9725 -0.2973 0.03 0.01 0.03 0.030
C -0.4452 2.8776 -0.3409 0.00 0.01 0.00 -0.022
C -0.1596 4.2432 -0.2828 0.00 0.00 0.00 0.020
C 1.1446 4.6677 -0.1762 0.00 0.00 -0.01 0.026
C 2.1758 3.7141 -0.1313 0.01 0.00 0.00 0.009
H 5.5768 3.2685 0.0605 0.00 0.00 0.00 0.002
H -1.4543 2.4976 -0.4299 0.00 0.00 0.00 -0.005
H -0.9733 4.9527 -0.3248 0.00 0.00 0.00 0.001
H 1.3794 5.7226 -0.1316 0.00 0.00 0.00 0.006
C -3.0882 -3.7063 -1.5660 0.01 -0.01 0.02 0.000
C -2.0226 -2.6123 -1.4951 -0.04 -0.05 -0.05 0.000
O -1.5821 -2.2441 -2.7924 0.05 0.12 0.05 0.000
P -2.6977 -1.0830 -0.7615 0.06 0.05 -0.04 0.000
O -3.8717 -0.4842 -1.5907 0.03 -0.02 0.01 0.000
O -3.2587 -1.4351 0.6489 -0.02 -0.02 0.01 0.000
O -1.6255 0.0065 -0.7573 -0.07 -0.04 0.01 0.003
P -0.6503 -3.0377 -0.3500 0.04 0.08 0.01 -0.001
O -0.2033 -4.4523 -0.8610 0.02 -0.01 -0.03 0.000
O -1.1346 -2.9511 1.0548 -0.02 -0.01 0.03 0.000
O 0.4870 -2.0492 -0.7247 0.01 -0.01 0.00 0.001
H -3.9018 -3.3849 -2.2165 0.00 0.00 0.00 0.000
H -3.4842 -3.9570 -0.5818 0.00 0.00 0.00 0.000
H -2.6446 -4.6001 -2.0008 0.00 0.00 0.00 0.000
H -0.6823 -2.5540 -2.9534 -0.04 -0.07 -0.03 0.000
H -4.7537 -0.8616 -1.4622 0.00 0.01 0.01 0.000
H -2.6431 -2.0827 1.0939 0.01 0.01 0.00 0.000
H 0.3100 -5.0132 -0.2638 -0.02 0.00 0.01 0.000
C 0.0159 -1.0837 3.9356 -0.03 -0.01 -0.01 0.000
C 0.1440 -0.6141 2.5721 0.03 0.02 0.01 0.000
N 0.2467 -0.2650 1.4906 0.02 0.01 0.00 0.002
H -0.6857 -1.9188 3.9389 0.00 0.00 0.00 0.000
H -0.3518 -0.2809 4.5731 -0.01 0.00 0.00 0.000
H 0.9885 -1.4241 4.2900 0.00 0.01 0.00 0.000
```
Positions in Å, forces in eV/Å.

Values from the calculation:
Spin multiplicity ... 2
Highest occupied orbital energy (spin up / spin down) ... -14.7 / -15.2 eV
HOMO-LUMO gap (spin up / spin down) ... 7.05 / 6.05 eV
Lowest unoccupied orbital energy (spin up / spin down) ... -7.61 / -9.11 eV
Charge ... +2